{"formula": "C6H8CuMgO6", "method": "ωB97M-V/def2-TZVPD", "species": ["O", "O", "C", "C", "O", "C", "H", "H", "H", "H", "O", "O", "C", "C", "O", "C", "H", "H", "H", "H", "Cu", "Mg"], "xyz": [[0.63320, -0.99460, -1.02373], [1.84510, -0.99174, 0.88176], [2.89324, -0.17811, 1.38740], [3.29295, 0.62920, 0.16431], [2.04395, 0.76835, -0.52588], [1.13419, -0.29742, -0.08664], [2.51946, 0.46935, 2.19576], [3.69021, -0.82533, 1.76645], [3.99597, 0.08405, -0.47825], [3.68886, 1.62230, 0.40289], [-0.28613, 1.78067, 0.36088], [-2.86400, -0.97395, -0.85296], [-3.06426, 0.23952, -0.25193], [-2.45184, 0.31464, 1.15093], [-1.08120, -0.16628, 1.10574], [-0.13377, 0.57776, 0.60888], [-2.64103, 1.08093, -0.84856], [-4.13892, 0.49611, -0.10254], [-2.94737, -0.37641, 1.84230], [-2.47197, 1.33163, 1.56326], [-1.34045, -1.84012, -1.07556], [1.09371, 2.67001, -0.85309]], "atomic_forces_ev_per_a": [[-0.0482, -0.0946, -0.1023], [0.6464, -0.2314, 0.4315], [-0.2208, -0.0939, 0.0576], [0.2300, -0.0227, -0.1072], [0.3376, 0.9301, -0.2358], [-2.3829, -0.0043, 0.7353], [0.1172, -0.0810, -0.0966], [-0.1932, 0.1669, -0.0624], [-0.1443, 0.1363, 0.1545], [-0.0029, -0.1927, -0.0471], [0.1897, 0.5694, -0.0564], [-2.1740, 0.5457, 0.1641], [0.3248, 0.1996, 0.0050], [-0.3899, 0.2562, 0.2074], [1.0027, 0.1913, 0.1396], [0.3095, -1.3270, -1.0527], [-0.1035, -0.1788, 0.1541], [0.2493, -0.2331, -0.1288], [0.1787, 0.1167, -0.2409], [0.0315, -0.1981, -0.0997], [2.1307, 0.1618, -0.0462], [-0.0885, -0.6163, 0.2271]], "lowdin_charge": [-0.043, 0.013, -0.133, -0.140, -0.221, -0.649, 0.132, 0.136, 0.137, 0.119, -0.095, -0.347, -0.373, -0.115, 0.020, -0.322, 0.108, 0.118, 0.132, 0.125, 0.530, 0.868], "homo_ev": [-7.26, -7.34], "multiplicity": 2, "e_tot_ha": -2525.38271, "de_lowest_kcal_mol": 0.0, "lumo_ev": [-0.10, -1.08]}